Molecular formula: C28H41FNO10
Method: DFT, ωB97M-V with the def2-TZVPD basis set

Element x y z (Å)
C 3.303 -1.803 2.643
C 2.731 -0.791 1.613
C 1.611 0.098 2.224
F 1.958 0.623 3.464
C 0.370 -0.787 2.355
C -0.557 -0.823 1.309
C -1.655 -1.691 1.468
C -1.771 -2.440 2.604
N -0.864 -2.363 3.586
C 0.202 -1.558 3.481
H 3.430 -1.306 3.617
H 2.621 -2.652 2.809
H 4.268 -2.142 2.247
H 3.498 -0.210 1.091
H 2.211 -1.400 0.852
H 1.406 0.948 1.557
H -0.406 -0.221 0.396
H -2.371 -1.733 0.650
H -2.600 -3.135 2.731
H -0.932 -2.933 4.423
H 0.971 -1.495 4.252
O 4.093 -2.965 -0.451
C 3.562 -4.014 -0.234
O 2.305 -4.123 0.283
C 2.000 -5.509 0.527
C 2.933 -6.290 -0.382
C 4.162 -5.388 -0.433
H 2.176 -5.722 1.584
H 0.952 -5.695 0.300
H 3.139 -7.297 -0.024
H 2.497 -6.371 -1.379
H 4.854 -5.594 0.385
H 4.674 -5.452 -1.389
O 0.967 0.368 -1.122
C 0.508 -0.094 -2.137
O -0.808 -0.075 -2.418
C -1.058 -0.797 -3.645
C 0.269 -0.789 -4.381
C 1.273 -0.801 -3.232
H -1.390 -1.807 -3.391
H -1.847 -0.300 -4.204
H 0.381 -1.620 -5.074
H 0.373 0.137 -4.948
H 1.507 -1.814 -2.902
H 2.184 -0.262 -3.480
O -4.031 -3.660 -2.949
C -4.619 -3.851 -1.926
O -5.169 -5.042 -1.588
C -5.896 -4.915 -0.355
C -5.300 -3.698 0.334
C -4.904 -2.823 -0.850
H -6.955 -4.784 -0.587
H -5.775 -5.823 0.232
H -5.985 -3.217 1.030
H -4.405 -3.990 0.891
H -5.726 -2.184 -1.176
H -4.020 -2.228 -0.640
O 0.844 5.701 -3.442
C 0.935 5.082 -2.426
O -0.104 4.388 -1.878
C 0.293 3.845 -0.609
C 1.805 3.781 -0.657
C 2.157 4.973 -1.537
H -0.070 4.505 0.181
H -0.152 2.860 -0.476
H 2.268 3.811 0.329
H 2.119 2.858 -1.149
H 2.258 5.893 -0.957
H 3.053 4.797 -2.127
O 0.637 7.926 3.436
C 0.064 7.827 2.394
O 0.527 7.080 1.354
C -0.329 7.253 0.213
C -1.659 7.722 0.774
C -1.226 8.519 2.000
H 0.123 7.992 -0.454
H -0.420 6.312 -0.318
H -2.249 8.294 0.060
H -2.254 6.861 1.088
H -1.008 9.560 1.755
H -1.957 8.462 2.802

Properties
orbital gap = 7.45 eV
E = -54378.795 eV
net charge = +1

=====

Molecular formula: C5H16N3SZn
Method: DFT, ωB97M-V with the def2-TZVPD basis set

Element x y z (Å)
C -0.996 0.733 -4.117
Zn -0.024 0.763 -2.446
N 0.873 -1.399 -2.960
H -0.867 0.245 -1.258
H 1.384 1.377 -1.740
H -1.341 1.832 -4.160
H -1.819 0.000 -4.270
H -0.149 0.549 -4.845
H 0.308 -2.149 -2.517
H 1.766 -1.357 -2.515
H 0.961 -1.643 -3.956
S 1.618 0.507 -0.572
C 0.686 0.278 0.940
N 0.247 1.318 1.652
C -0.568 1.217 2.872
C -0.217 -0.057 3.607
C -0.245 -1.253 2.680
N 0.559 -0.956 1.481
H 0.260 2.192 1.138
H -1.636 1.240 2.608
H -0.344 2.101 3.481
H -0.926 -0.209 4.428
H 0.776 0.037 4.052
H -1.279 -1.503 2.394
H 0.194 -2.136 3.166
H 0.779 -1.728 0.858

Properties
orbital gap (spin up / spin down) = 3.48 / 3.45 eV
E = -69163.060 eV
energy above the lowest of the compared OMol25 structures with the same formula, charge and spin = 185.5 kJ/mol
net charge = -1

=====

Molecular formula: C49H51AsGeN6ORuS2
Method: DFT, ωB97M-V with the def2-TZVPD basis set

Element x y z (Å)
Ru -0.775 0.032 -0.783
C -0.936 3.380 -4.923
C -2.359 3.562 -4.428
N -2.643 2.899 -3.165
C -2.164 1.756 -2.691
S -2.953 1.146 -1.248
N -1.218 1.078 -3.288
N -0.844 -0.085 -2.781
C -0.212 -0.904 -3.612
C 0.350 -0.329 -4.874
C -0.320 -2.330 -3.450
C -0.217 -3.144 -4.572
C -0.437 -4.535 -4.456
C -0.963 -5.039 -3.317
C -1.379 -4.111 -2.222
N -0.611 -2.884 -2.242
H -0.770 4.019 -5.786
H -0.769 2.352 -5.221
H -0.230 3.645 -4.142
H -3.057 3.182 -5.182
H -2.572 4.621 -4.269
H -3.436 3.269 -2.657
H 0.641 0.703 -4.690
H -0.399 -0.323 -5.666
H 1.220 -0.887 -5.210
H 0.036 -2.721 -5.528
H -0.192 -5.162 -5.298
H -1.164 -6.090 -3.183
H -1.229 -4.573 -1.239
C -2.874 -3.755 -2.381
Ge 0.262 -2.105 -0.744
C 2.152 -2.250 -1.410
C 3.057 -1.242 -1.117
C 4.372 -1.352 -1.536
C 4.774 -2.451 -2.275
C 3.861 -3.441 -2.599
C 2.550 -3.344 -2.170
C -0.405 -3.092 0.868
C -1.566 -2.580 1.407
C -2.078 -3.068 2.616
C -1.419 -4.065 3.284
C -0.244 -4.638 2.753
C 0.427 -5.699 3.398
C 1.574 -6.225 2.873
C 2.110 -5.709 1.682
C 1.473 -4.697 1.021
C 0.282 -4.137 1.528
H -3.494 -4.634 -2.242
H -3.053 -3.345 -3.372
H -3.142 -3.007 -1.636
H 2.729 -0.369 -0.563
H 5.078 -0.579 -1.279
H 5.798 -2.537 -2.601
H 4.168 -4.299 -3.176
H 1.842 -4.127 -2.409
H -2.100 -1.777 0.875
H -2.995 -2.659 3.017
H -1.797 -4.431 4.228
H 0.012 -6.101 4.310
H 2.072 -7.045 3.364
H 3.023 -6.124 1.287
H 1.862 -4.311 0.089
O 0.128 2.129 -0.858
As -0.182 3.188 0.375
C -0.813 4.794 -0.517
C -0.098 5.184 -1.646
C -0.490 6.301 -2.366
C -1.605 7.022 -1.966
C -2.334 6.617 -0.860
C -1.946 5.500 -0.135
C 1.501 3.481 1.311
C 2.532 4.131 0.643
C 3.785 4.222 1.228
C 4.015 3.646 2.467
C 2.986 2.996 3.132
C 1.726 2.921 2.561
C -1.512 2.751 1.757
C -1.736 3.758 2.692
C -2.687 3.592 3.687
C -3.426 2.421 3.758
C -3.188 1.403 2.851
C -2.227 1.567 1.862
H 0.755 4.589 -1.963
H 0.071 6.611 -3.236
H -1.912 7.896 -2.522
H -3.210 7.173 -0.559
H -2.529 5.187 0.723
H 2.348 4.576 -0.330
H 4.586 4.734 0.716
H 4.995 3.710 2.919
H 3.171 2.548 4.098
H 0.910 2.431 3.085
H -1.159 4.675 2.636
H -2.860 4.380 4.402
H -4.185 2.301 4.516
H -3.756 0.485 2.897
H -2.047 0.748 1.152
S 0.718 0.126 1.250
C 0.640 -0.552 2.832
N -0.334 -0.210 3.659
C -0.343 -0.564 5.066
C 1.089 -0.780 5.539
C 1.790 -1.765 4.612
N 1.639 -1.316 3.239
H -1.069 0.393 3.303
H -0.941 -1.469 5.209
H -0.810 0.257 5.612
H 1.099 -1.157 6.561
H 1.622 0.171 5.507
H 1.369 -2.770 4.722
H 2.856 -1.812 4.844
H 2.358 -1.553 2.572

Properties
orbital gap (spin up / spin down) = 6.90 / 5.38 eV
E = -204221.374 eV
energy above the lowest of the compared OMol25 structures with the same formula, charge and spin = 223.7 kJ/mol
net charge = +2
spin multiplicity = 5

=====

Q: What is the net charge in the third record?
A: +2